Formula: C8H16B2O24
Source: OMol25
Level of theory: ωB97M-V/def2-TZVPD

The geometry in XYZ format:
```
50
Properties=species:S:1:pos:R:3:nbo_charge:R:1
O -1.795 1.854 -2.825 -0.55
C -1.397 0.661 -2.851 0.65
O -0.363 0.254 -3.621 -0.64
B -0.163 -1.222 -3.343 1.17
O -1.242 -1.559 -2.391 -0.66
C -1.992 -0.511 -2.078 0.67
O -2.997 -0.442 -1.313 -0.54
O 1.070 -1.611 -2.723 -0.70
C 1.617 -2.649 -3.376 0.69
O 2.685 -3.241 -3.029 -0.52
C 0.742 -2.915 -4.606 0.69
O -0.212 -2.007 -4.566 -0.66
O 0.852 -3.658 -5.536 -0.57
O 1.871 0.112 -1.950 -0.50
C 1.113 -0.112 -0.995 0.77
O 0.383 0.734 -0.250 -0.66
B -0.407 0.039 0.721 1.22
O -0.212 -1.384 0.406 -0.65
C 0.725 -1.556 -0.516 0.72
O 1.156 -2.669 -0.922 -0.53
O -1.788 0.616 0.703 -0.59
C -2.236 0.849 1.924 0.64
O -3.395 0.975 2.284 -0.48
C -1.015 0.700 2.901 0.68
O 0.064 0.302 2.111 -0.68
O -0.985 0.715 4.141 -0.56
O -2.630 1.540 4.685 -0.92
H -2.232 2.022 3.960 0.44
H -2.478 0.619 4.473 0.47
O 3.184 -1.433 -1.502 -0.97
H 2.336 -1.062 -1.745 0.44
H 3.812 -0.988 -2.071 0.45
O 0.279 1.822 5.622 -0.95
H 0.234 1.462 4.736 0.47
H -0.339 2.553 5.616 0.46
O 3.000 1.748 -1.658 -0.99
H 2.467 2.542 -1.699 0.43
H 2.368 1.040 -1.530 0.43
O -0.554 2.908 1.032 -0.91
H -0.276 2.444 1.822 0.44
H 0.249 3.014 0.522 0.48
O 2.210 0.820 1.998 -0.96
H 2.365 1.695 1.644 0.45
H 1.260 0.767 2.101 0.45
O -3.991 2.157 0.865 -0.93
H -4.833 1.754 1.080 0.44
H -3.340 1.582 1.268 0.42
O 1.534 -4.053 0.408 -0.98
H 0.943 -3.352 0.133 0.46
H 2.350 -3.876 -0.059 0.47
```

Calculated values
ΔE to the lowest compared entry with this formula, charge and spin: 465.6 kcal per mole
total energy: -59044.2130 eV
E_LUMO: 3.254 eV
multiplicity: 1
total charge: -2
max |F|: 10.4 eV Å⁻¹
Kohn-Sham gap: 0.2686 Ha



Formula: C4H6ClN
Source: OMol25
Level of theory: ωB97M-V/def2-TZVPD

The geometry in XYZ format:
```
12
Properties=species:S:1:pos:R:3:nbo_charge:R:1
C 1.077 -1.183 1.468 -0.34
C -0.281 -1.020 1.353 0.15
C 1.114 0.316 0.616 -0.21
C -1.341 0.475 -0.323 -0.42
N -0.377 0.240 0.748 -0.42
Cl -1.520 -2.237 1.593 0.00
H 1.852 -1.468 2.169 0.23
H 1.448 1.121 1.222 0.20
H 1.473 0.113 -0.306 0.20
H -1.298 1.465 -0.540 0.21
H -1.315 -0.318 -1.082 0.19
H -2.330 0.379 0.192 0.21
```

Calculated values
ΔE to the lowest compared entry with this formula, charge and spin: 62.4 kcal per mole
total energy: -18254.7363 eV
E_LUMO: 0.994 eV
multiplicity: 1
max |F|: 6.2 eV Å⁻¹
SMILES: CN1CC=C1Cl
Kohn-Sham gap: 0.3431 Ha



Formula: C21H45OP3SeTl
Source: OMol25
Level of theory: ωB97M-V/def2-TZVPD

The geometry in XYZ format:
```
72
Properties=species:S:1:pos:R:3:lowdin_charge:R:1
Tl -1.887 2.826 1.211 0.99
P 1.274 -2.439 0.301 0.84
P 2.260 0.653 1.047 0.82
P -1.572 -1.357 -1.517 0.85
H -1.198 6.198 -1.265 0.08
C -2.143 5.701 -1.058 0.01
C -2.405 5.134 0.152 -0.30
H -1.827 5.350 1.109 0.05
C 2.327 -2.969 -1.114 -0.26
C 2.411 -2.794 1.693 -0.25
C 0.126 -3.859 0.400 -0.24
C 2.287 2.492 0.912 -0.25
C 3.007 0.498 2.728 -0.24
C 3.783 0.310 0.044 -0.28
C -2.648 -0.101 -2.328 -0.22
C -2.810 -2.508 -0.778 -0.21
C -1.010 -2.306 -2.979 -0.25
H -2.906 5.876 -1.854 0.11
H -3.387 4.662 0.236 0.02
H 2.755 -3.955 -0.914 0.08
H 3.137 -2.253 -1.267 0.03
H 1.734 -3.015 -2.028 0.03
H 2.587 -3.872 1.773 0.07
H 1.953 -2.446 2.627 0.02
H 3.383 -2.303 1.563 0.04
H 0.618 -4.714 0.874 0.07
H -0.231 -4.167 -0.589 0.04
H -0.721 -3.574 1.029 0.03
H 3.243 2.874 1.297 0.08
H 1.457 2.906 1.507 0.02
H 2.167 2.803 -0.133 0.04
H 3.916 1.116 2.794 0.07
H 3.248 -0.552 2.945 0.03
H 2.259 0.845 3.457 0.05
H 4.602 0.962 0.390 0.08
H 3.566 0.525 -1.014 0.01
H 4.096 -0.741 0.142 0.04
H -3.311 -0.649 -3.012 0.08
H -2.055 0.634 -2.884 0.04
H -3.234 0.435 -1.567 0.05
H -3.707 -2.503 -1.421 0.08
H -3.073 -2.163 0.240 0.03
H -2.400 -3.529 -0.712 0.05
H -1.892 -2.456 -3.623 0.08
H -0.601 -3.284 -2.671 0.05
H -0.240 -1.748 -3.534 0.03
C 0.551 1.780 -2.818 -0.46
C 0.055 2.994 -2.320 -0.13
C -0.305 4.002 -3.216 -0.06
C -0.062 3.850 -4.581 -0.03
C 0.554 2.690 -5.059 -0.03
C 0.856 1.652 -4.174 -0.12
Se 1.001 0.095 -1.759 0.87
H -0.235 0.469 -0.997 -0.14
H -0.071 3.195 -1.247 0.05
H -0.789 4.905 -2.868 0.07
H -0.348 4.646 -5.266 0.13
H 0.817 2.558 -6.104 0.13
H 1.350 0.726 -4.493 0.11
C -1.321 -1.588 5.121 -0.13
C -2.607 -1.279 4.295 -0.13
C -2.191 -1.442 2.849 -0.22
O -0.754 -1.554 2.770 -0.22
C -0.221 -1.829 4.099 -0.19
H -1.042 -0.753 5.780 0.12
H -1.473 -2.463 5.758 0.12
H -2.927 -0.259 4.494 0.11
H -3.421 -1.952 4.552 0.12
H -2.661 -2.334 2.405 0.11
H -2.489 -0.605 2.215 0.08
H 0.665 -1.168 4.229 0.11
H 0.131 -2.878 4.125 0.12
```

Calculated values
ΔE to the lowest compared entry with this formula, charge and spin: 22.3 kcal per mole
total energy: -122430.0197 eV
E_LUMO (spin up / spin down): -11.309 / -11.343 eV
multiplicity: 1
total charge: +3
max |F|: 3.2 eV Å⁻¹
Kohn-Sham gap (spin up / spin down): 0.1995 / 0.1892 Ha



Formula: C9H13NO
Source: OMol25
Level of theory: ωB97M-V/def2-TZVPD

The geometry in XYZ format:
```
24
Properties=species:S:1:pos:R:3:nbo_charge:R:1
C 0.204 2.195 0.305 -0.23
C 0.753 1.615 1.398 -0.20
C 1.704 0.637 1.324 -0.22
C 2.297 0.255 0.145 -0.20
C 1.801 0.868 -1.017 -0.28
C 0.682 1.741 -0.939 -0.21
C -2.162 0.211 -1.197 -0.69
C -1.695 -1.209 -0.594 0.66
C 0.096 -2.168 0.926 -0.43
H -0.425 3.051 0.287 0.23
H 0.289 1.893 2.430 0.23
H 2.264 0.145 2.231 0.22
H 3.001 -0.609 0.076 0.23
H 2.424 0.426 -1.767 0.24
H -0.077 1.819 -1.895 0.23
H -1.261 0.808 -1.433 0.20
H -2.536 0.801 -0.117 0.24
H -2.940 0.148 -2.007 0.25
H 0.192 -0.436 -0.732 0.44
H -0.511 -3.050 0.634 0.24
H 1.123 -2.543 0.830 0.20
H -0.042 -1.987 2.036 0.21
N -0.380 -1.253 -0.124 -0.68
O -2.616 -2.070 -0.226 -0.66
```

Calculated values
ΔE to the lowest compared entry with this formula, charge and spin: 96.8 kcal per mole
total energy: -13077.8727 eV
E_LUMO: 0.651 eV
multiplicity: 1
max |F|: 5.7 eV Å⁻¹
SMILES: CNC(C)=O.c1ccccc1
Kohn-Sham gap: 0.3583 Ha



Formula: C17H13F4N5O10Y
Source: OMol25
Level of theory: ωB97M-V/def2-TZVPD

The geometry in XYZ format:
```
50
Properties=species:S:1:pos:R:3:nbo_charge:R:1
Y 0.045 -0.166 0.414 1.98
C -3.268 1.005 0.185 -0.42
N -1.922 1.485 0.506 -0.48
C -1.989 2.242 1.761 -0.42
C -1.478 2.348 -0.601 -0.23
C -0.089 2.931 -0.349 -0.23
N 0.822 1.861 0.022 -0.78
C 2.088 2.186 0.264 0.13
C 3.008 1.145 0.563 0.27
F 2.480 -0.140 0.594 -0.32
C 4.347 1.320 0.802 0.35
F 5.119 0.250 1.066 -0.31
C 4.910 2.586 0.766 -0.42
C 4.051 3.643 0.500 0.36
F 4.560 4.894 0.478 -0.32
C 2.703 3.474 0.262 0.22
F 1.977 4.605 0.034 -0.33
H -3.945 1.854 -0.001 0.17
H -3.662 0.423 1.017 0.21
H -3.238 0.364 -0.697 0.24
H -2.608 3.145 1.647 0.17
H -0.990 2.526 2.089 0.22
H -2.419 1.612 2.538 0.22
H -2.191 3.180 -0.751 0.18
H -1.444 1.729 -1.507 0.21
H -0.147 3.685 0.448 0.19
H 0.257 3.426 -1.269 0.20
H 5.958 2.746 0.943 0.24
O -0.872 -0.475 4.401 -0.64
C -0.870 -0.752 3.213 0.80
O -0.006 -0.310 2.374 -0.84
C -1.988 -1.670 2.691 -0.29
C -2.782 -2.269 3.641 -0.08
C -3.840 -3.115 3.283 -0.08
C -4.120 -3.348 1.943 -0.11
C -3.358 -2.732 0.974 -0.11
C -2.241 -1.883 1.292 0.52
O -1.558 -1.370 0.355 -0.79
N -3.699 -2.942 -0.398 0.53
O -3.468 -2.053 -1.194 -0.37
O -4.234 -3.996 -0.693 -0.40
N -4.648 -3.717 4.285 0.53
O -5.593 -4.399 3.923 -0.41
O -4.368 -3.519 5.454 -0.40
H -2.581 -2.060 4.685 0.27
H -4.946 -3.980 1.650 0.26
O 0.488 -0.704 -1.570 -0.56
N 0.935 -1.826 -1.243 0.73
O 1.348 -2.585 -2.068 -0.38
O 0.939 -2.111 -0.040 -0.50
```

Calculated values
ΔE to the lowest compared entry with this formula, charge and spin: 33.1 kcal per mole
total energy: -57676.1258 eV
E_LUMO: 1.898 eV
multiplicity: 1
total charge: -1
max |F|: 3.6 eV Å⁻¹
Kohn-Sham gap: 0.2709 Ha



Formula: C5H14
Source: OMol25
Level of theory: ωB97M-V/def2-TZVPD

The geometry in XYZ format:
```
19
Properties=species:S:1:pos:R:3:nbo_charge:R:1
C -0.776 2.560 -1.642 -0.60
C -2.038 1.918 -1.060 -0.60
H -0.641 3.561 -1.257 0.20
H 0.076 1.939 -1.360 0.20
H -0.842 2.594 -2.726 0.20
H -2.928 2.518 -1.221 0.20
H -1.898 1.692 -0.003 0.20
H -2.177 0.960 -1.556 0.20
C 0.833 -1.000 1.129 -0.40
C 2.277 -1.478 0.960 -0.61
C -0.200 -2.076 0.752 -0.60
H 0.682 -0.832 2.205 0.19
H 0.743 -0.005 0.714 0.20
H 2.366 -2.330 0.281 0.20
H -1.195 -1.651 0.691 0.21
H 2.709 -1.849 1.888 0.20
H 2.913 -0.655 0.634 0.21
H 0.050 -2.497 -0.226 0.20
H -0.164 -2.852 1.504 0.20
```

Calculated values
ΔE to the lowest compared entry with this formula, charge and spin: 6.4 kcal per mole
total energy: -5411.7700 eV
E_LUMO: 1.098 eV
multiplicity: 1
max |F|: 1.5 eV Å⁻¹
SMILES: CCC.CC
Kohn-Sham gap: 0.4516 Ha